Record 1
{"formula": "C20H22BaN2", "method": "wB97M-V/def2-TZVPD", "homo_lumo_gap_ev": [4.682, 6.245], "relative_energy_ev": 0.000, "total_charge": 0, "largest_force_ev_per_a": 1.9, "symbols": ["C", "C", "C", "H", "C", "H", "H", "H", "C", "H", "H", "C", "H", "H", "C", "H", "H", "C", "H", "H", "Ba", "H", "C", "C", "C", "C", "C", "C", "N", "N", "C", "C", "C", "C", "C", "C", "H", "H", "H", "H", "H", "H", "H", "H", "H"], "coordinates": [[0.561, 2.472, 1.336], [1.995, 1.135, -1.485], [1.086, 1.162, 1.677], [1.061, 3.270, 1.934], [2.411, -0.003, -0.905], [1.799, 1.116, -2.571], [0.422, 0.492, 2.231], [2.528, -0.889, -1.547], [2.491, 0.813, 1.585], [2.717, 0.299, 2.542], [3.128, 1.714, 1.552], [0.625, 2.879, -0.166], [0.507, 3.971, -0.205], [-0.274, 2.509, -0.703], [1.933, 2.514, -0.897], [2.799, 2.756, -0.260], [1.990, 3.204, -1.761], [2.964, -0.180, 0.471], [4.070, -0.129, 0.443], [2.724, -1.198, 0.817], [-0.957, -0.106, -1.349], [-0.511, 2.470, 1.612], [-1.062, -4.883, -3.283], [0.119, -4.240, -2.885], [0.146, -3.453, -1.733], [-1.050, -3.297, -1.006], [-2.227, -3.956, -1.373], [-2.236, -4.725, -2.537], [-1.130, -2.208, -0.092], [-2.334, -2.095, 0.426], [-2.726, -0.949, 1.115], [-3.924, -1.118, 1.884], [-4.642, 0.002, 2.279], [-4.144, 1.276, 1.978], [-2.904, 1.424, 1.298], [-2.186, 0.327, 0.900], [-1.074, -5.521, -4.171], [1.024, -4.371, -3.477], [1.049, -2.956, -1.354], [-3.115, -3.768, -0.767], [-3.169, -5.199, -2.828], [-4.248, -2.145, 2.060], [-5.585, -0.121, 2.815], [-4.711, 2.165, 2.264], [-2.532, 2.436, 1.092]]}

=====

Record 2
{"formula": "C8H16P", "method": "wB97M-V/def2-TZVPD", "homo_lumo_gap_ev": 8.845, "relative_energy_ev": 4.387, "total_charge": 1, "largest_force_ev_per_a": 10.4, "symbols": ["C", "C", "C", "C", "C", "P", "C", "C", "C", "H", "H", "H", "H", "H", "H", "H", "H", "H", "H", "H", "H", "H", "H", "H", "H"], "coordinates": [[-4.779, 0.136, 0.895], [-4.006, 0.451, -0.263], [-2.983, 0.576, -1.574], [-1.412, 0.292, -1.195], [-0.718, 1.448, -0.243], [1.191, 1.097, -0.105], [1.625, -0.727, -0.482], [2.859, -1.344, 0.404], [2.749, -1.092, 2.021], [-5.091, 0.006, 2.027], [-3.329, -0.301, -2.306], [-3.170, 1.582, -2.148], [-1.363, -0.733, -0.593], [-0.729, 0.182, -2.163], [-1.144, 1.293, 0.858], [-0.935, 2.555, -0.625], [1.735, 1.607, 1.132], [1.791, 1.902, -1.170], [1.976, -0.785, -1.622], [0.700, -1.462, -0.409], [2.820, -2.527, 0.251], [3.918, -1.005, -0.002], [2.103, -0.171, 2.340], [3.861, -0.922, 2.407], [2.331, -2.056, 2.565]]}

=====

Record 3
{"formula": "C5H5NOS", "method": "wB97M-V/def2-TZVPD", "homo_lumo_gap_ev": 6.087, "relative_energy_ev": 4.758, "total_charge": 0, "largest_force_ev_per_a": 3.1, "symbols": ["C", "C", "C", "C", "C", "N", "O", "S", "H", "H", "H", "H", "H"], "coordinates": [[2.367, -1.326, -0.087], [-1.473, -0.727, 0.178], [-1.185, -0.492, -1.104], [-0.652, 0.199, 1.025], [0.107, 0.908, -0.042], [3.358, -1.742, 0.334], [-0.264, 0.500, -1.270], [1.163, 2.243, 0.161], [-2.159, -1.447, 0.572], [-1.545, -0.948, -2.004], [-1.258, 0.878, 1.638], [0.010, -0.337, 1.719], [1.529, 2.290, -1.121]]}

=====

Record 4
{"formula": "C8H10N2O2P", "method": "wB97M-V/def2-TZVPD", "homo_lumo_gap_ev": 7.388, "relative_energy_ev": 0.000, "total_charge": 1, "largest_force_ev_per_a": 1.9, "symbols": ["C", "C", "C", "C", "C", "C", "C", "C", "N", "N", "O", "O", "P", "H", "H", "H", "H", "H", "H", "H", "H", "H", "H"], "coordinates": [[1.853, 2.427, -0.022], [0.622, 2.497, 0.609], [2.320, 1.214, -0.500], [-0.144, 1.355, 0.754], [1.572, 0.052, -0.369], [0.325, 0.146, 0.258], [-1.731, -1.212, 0.337], [2.085, -1.256, -0.890], [-2.282, -2.415, 0.494], [-0.425, -1.057, 0.407], [-4.261, 1.469, -0.507], [-2.481, -0.179, 0.103], [-4.168, 0.054, -0.402], [2.452, 3.315, -0.138], [0.259, 3.435, 0.995], [3.282, 1.166, -0.986], [-1.092, 1.406, 1.264], [2.281, -1.954, -0.075], [1.378, -1.713, -1.582], [3.020, -1.103, -1.420], [-1.730, -3.233, 0.695], [-3.283, -2.529, 0.457], [0.149, -1.886, 0.519]]}

=====

Record 5
{"formula": "C6H11N", "method": "wB97M-V/def2-TZVPD", "homo_lumo_gap_ev": 12.268, "relative_energy_ev": 0.117, "total_charge": 0, "largest_force_ev_per_a": 1.1, "symbols": ["C", "C", "C", "C", "C", "C", "N", "H", "H", "H", "H", "H", "H", "H", "H", "H", "H", "H"], "coordinates": [[-2.455, -0.300, -0.974], [-1.367, 0.302, -0.089], [0.058, -0.045, -0.542], [1.056, -0.142, 0.626], [2.510, -0.285, 0.164], [0.920, 1.018, 1.524], [0.803, 1.930, 2.227], [-3.449, -0.019, -0.612], [-2.368, 0.037, -2.013], [-2.395, -1.395, -0.969], [-1.476, 1.392, -0.046], [-1.516, -0.050, 0.941], [0.070, -1.017, -1.055], [0.420, 0.694, -1.269], [0.783, -1.022, 1.223], [2.604, -1.138, -0.516], [2.838, 0.616, -0.365], [3.180, -0.445, 1.014]]}

=====

Record 6
{"formula": "C7H9ClN4OS", "method": "wB97M-V/def2-TZVPD", "homo_lumo_gap_ev": 8.313, "total_charge": 0, "largest_force_ev_per_a": 0.4, "symbols": ["O", "C", "Cl", "C", "C", "N", "N", "C", "C", "C", "C", "S", "N", "N", "H", "H", "H", "H", "H", "H", "H", "H", "H"], "coordinates": [[-0.715, -2.179, 5.350], [-0.379, -1.661, 4.346], [0.894, -0.437, 4.356], [-0.949, -2.015, 2.993], [-0.379, -1.264, 1.830], [0.589, -1.843, 1.127], [1.112, -1.160, 0.134], [0.633, 0.063, -0.107], [1.189, 0.809, -1.278], [0.347, 0.574, -2.555], [0.145, 1.831, -3.390], [-0.865, 3.098, -2.584], [-0.358, 0.629, 0.591], [-0.877, -0.053, 1.580], [-2.021, -1.831, 3.051], [-0.772, -3.082, 2.867], [1.209, 1.869, -1.041], [2.195, 0.431, -1.445], [0.821, -0.193, -3.167], [-0.637, 0.189, -2.279], [-0.325, 1.572, -4.336], [1.095, 2.311, -3.617], [-1.953, 2.343, -2.423]]}

=====

Record 7
{"formula": "C7H7NO4", "method": "wB97M-V/def2-TZVPD", "homo_lumo_gap_ev": 9.025, "relative_energy_ev": 3.103, "total_charge": 0, "largest_force_ev_per_a": 3.0, "symbols": ["C", "C", "C", "C", "C", "C", "C", "N", "O", "O", "O", "O", "H", "H", "H", "H", "H", "H", "H"], "coordinates": [[1.411, -0.960, 0.856], [-2.177, -1.998, -0.492], [3.401, -1.106, -0.562], [4.335, -0.960, -1.508], [0.324, -0.864, 1.410], [-2.875, 1.643, 0.993], [-0.880, 1.898, -0.207], [2.411, -1.449, 0.118], [-3.064, -2.278, 0.196], [-2.592, 0.751, 1.711], [-1.370, -1.608, -1.212], [-2.230, 2.276, 0.074], [5.371, -1.189, -1.329], [3.970, -0.717, -2.509], [-0.456, -0.890, 2.141], [-0.205, 2.703, 0.093], [-0.691, 1.799, -1.340], [-0.790, 1.000, 0.527], [-3.894, 1.950, 1.040]]}

=====

Record 8
{"formula": "C9H26O6", "method": "wB97M-V/def2-TZVPD", "homo_lumo_gap_ev": 9.962, "relative_energy_ev": 0.000, "total_charge": 0, "largest_force_ev_per_a": 2.3, "symbols": ["C", "O", "H", "H", "H", "H", "C", "O", "H", "H", "H", "H", "C", "O", "H", "H", "H", "H", "C", "O", "C", "C", "O", "C", "C", "O", "C", "H", "H", "H", "H", "H", "H", "H", "H", "H", "H", "H", "H", "H", "H"], "coordinates": [[-1.692, 1.344, 2.015], [-1.037, 0.779, 0.872], [-1.257, 2.292, 2.329], [-2.751, 1.489, 1.798], [-1.635, 0.694, 2.888], [-0.879, 1.407, 0.164], [1.146, -1.932, 1.147], [-0.123, -1.610, 1.697], [1.114, -1.866, 0.060], [1.895, -1.186, 1.413], [1.585, -2.875, 1.471], [-0.500, -0.818, 1.307], [-0.652, -3.598, 4.372], [-0.203, -2.283, 4.223], [-0.093, -4.265, 3.715], [-0.500, -4.063, 5.346], [-1.725, -3.666, 4.195], [-0.068, -2.072, 3.296], [-2.073, -0.117, -2.014], [-1.440, -0.601, -3.221], [-0.177, -1.290, -3.085], [0.985, -0.359, -2.740], [0.817, 0.342, -1.448], [1.925, 1.199, -1.195], [1.513, 2.346, -0.181], [0.261, 2.957, -0.471], [0.248, 3.580, -1.757], [-1.972, -0.731, -1.120], [-3.147, -0.097, -2.199], [-1.766, 0.907, -1.800], [-0.023, -1.760, -4.057], [-0.308, -2.071, -2.336], [1.164, 0.335, -3.561], [1.955, -0.857, -2.758], [2.425, 1.609, -2.073], [2.620, 0.504, -0.725], [2.307, 3.093, -0.198], [1.467, 1.930, 0.825], [0.408, 2.882, -2.578], [0.936, 4.426, -1.734], [-0.750, 3.999, -1.882]]}